(1)
# CH7N4O

2 unconnected molecules or ions with the total composition CH7N4O (ωB97M-V with the def2-TZVPD basis set, OMol25).

Geometry as XYZ:
```
13
Properties=species:S:1:pos:R:3
C 0.02169 -0.15709 -0.73514
N -0.79618 0.06437 -1.73210
N 0.93406 -1.14460 -0.75262
N -0.05537 0.47411 1.52283
N 1.11753 0.25281 1.90963
O -0.38403 1.78444 1.61344
H -0.41823 -0.16445 -2.58326
H 1.47542 -1.64587 -1.52057
H 1.45699 -1.30126 0.12347
H 1.48393 -0.71519 1.73374
H 1.71582 1.06523 2.20731
H -1.50020 0.76084 -1.68278
H -1.33295 1.83120 1.34556
```

Output
net charge	+1
HOMO energy	-12.71	eV
E	-9147.1804	eV
ΔE to the lowest compared entry with this formula, charge and spin	66.02	kcal/mol
LUMO energy	-4.517	eV

=====

(2)
# C49H47ClF6N3O6STa

A molecular structure, C49H47ClF6N3O6STa (ωB97M-V with the def2-TZVPD basis set, OMol25).

Geometry as XYZ:
```
114
Properties=species:S:1:pos:R:3
Ta -0.58870 -0.04081 -0.06757
F -5.43343 5.14172 2.07374
C -4.66043 4.32811 1.38015
C -4.01027 3.28174 2.00963
F -4.15772 3.08817 3.31519
C -3.20725 2.43189 1.27511
F -2.61949 1.42928 1.93727
C -3.01409 2.58993 -0.08815
S -2.00426 1.59167 -1.14156
C -3.68411 3.64892 -0.69782
F -3.55358 3.84043 -2.00757
C -4.49703 4.51071 0.01555
F -5.11760 5.50270 -0.59925
C -5.09208 -0.00761 -0.87052
C -4.80427 -0.32043 0.57531
C -5.76481 0.02291 1.52333
C -5.60116 -0.28037 2.86239
C -4.47833 -0.97895 3.27144
C -3.48499 -1.33852 2.36889
C -2.30634 -2.13134 2.86902
C -3.64877 -0.96524 1.02933
N -2.59215 -1.28403 0.07904
C -2.78011 -2.24871 -0.73720
C -3.96598 -3.14874 -0.75387
C -1.67844 -2.49923 -1.72990
C -1.81954 -3.62845 -2.68718
N -0.66214 -1.72686 -1.64663
C 0.45420 -1.97631 -2.54604
C 1.43295 -2.88873 -2.15734
C 1.34181 -3.66838 -0.87130
C 2.48555 -3.11845 -3.04028
C 2.53843 -2.48237 -4.26899
C 1.53694 -1.59543 -4.63231
C 0.48132 -1.31486 -3.77221
C -0.59230 -0.33863 -4.16453
H -6.16273 -0.10328 -1.04954
H -4.57808 -0.66161 -1.57007
H -4.81656 1.01657 -1.12434
H -6.66768 0.52074 1.18945
H -6.36382 -0.00609 3.57927
H -4.37193 -1.27048 4.30935
H -2.57844 -2.64308 3.79073
H -1.44776 -1.49299 3.07944
H -1.97145 -2.88102 2.15226
H -4.63350 -2.95158 0.07873
H -3.63972 -4.18952 -0.71603
H -4.51072 -3.01154 -1.69018
H -2.79123 -3.57325 -3.17510
H -1.78543 -4.57515 -2.14100
H -1.03283 -3.62588 -3.43444
H 1.01897 -3.05661 -0.03143
H 2.31219 -4.10131 -0.63042
H 0.63918 -4.50112 -0.97203
H 3.25825 -3.82538 -2.76281
H 3.35464 -2.68513 -4.95003
H 1.57432 -1.10274 -5.59660
H -0.33403 0.15648 -5.09900
H -0.73316 0.43737 -3.40762
H -1.55920 -0.83009 -4.29700
C 2.23847 -3.89455 3.17061
O 1.79660 -2.53336 3.21198
C 2.49086 -1.62198 2.49326
C 3.48566 -1.91336 1.57278
C 4.13916 -0.87149 0.92797
C 3.81832 0.45317 1.19317
C 2.81096 0.75097 2.09457
C 2.14184 -0.28505 2.72647
N 1.16309 -0.10621 3.74478
C 0.41709 0.89131 4.09205
C 0.18782 2.14661 3.41881
C 0.06561 3.28430 4.23128
C -0.10641 4.53305 3.67244
C -0.19781 4.65469 2.28920
C -0.14779 3.53754 1.46932
C 0.02207 2.28500 2.03362
O -0.04171 1.18414 1.25301
H 3.28930 -3.96743 3.45098
H 2.08337 -4.31311 2.17545
H 1.62799 -4.42901 3.89063
H 3.76575 -2.93763 1.37323
H 4.93295 -1.09595 0.22611
H 4.36515 1.25437 0.71716
H 2.57761 1.78216 2.31954
H 1.10244 -0.93529 4.33355
H -0.07762 0.75548 5.04921
H 0.13949 3.17531 5.30690
H -0.17127 5.40683 4.30527
H -0.32761 5.63200 1.84259
H -0.23562 3.61503 0.39534
O -3.85042 -1.27408 -3.75843
H -4.06548 -0.35570 -3.96103
H -4.34248 -1.78473 -4.41328
F -0.06562 -1.43815 1.11196
C 5.80773 0.11498 -2.75106
C 5.72563 1.26286 -1.78001
C 6.72035 1.46448 -0.82842
C 6.67448 2.55593 0.02516
Cl 7.92435 2.76249 1.20602
C 5.65443 3.48831 -0.06333
C 4.64825 3.29460 -0.99796
C 4.67824 2.18477 -1.82364
O 3.66151 2.03971 -2.76236
C 2.74088 1.03303 -2.47505
C 1.71678 1.43393 -1.44358
O 1.56643 2.48193 -0.91273
O 0.88249 0.34861 -1.17705
H 6.83392 -0.23715 -2.83721
H 5.46185 0.42160 -3.73811
H 5.19579 -0.73636 -2.43786
H 7.55814 0.78092 -0.76779
H 5.65245 4.35279 0.58599
H 3.83362 3.99936 -1.09656
H 3.20099 0.10072 -2.12959
H 2.19871 0.79861 -3.39218
```

Output
net charge	+2
HOMO energy	-12.61	eV
E	-109537.0233	eV
ΔE to the lowest compared entry with this formula, charge and spin	0.00	kcal/mol
LUMO energy	-6.532	eV

=====

(3)
# C33H43N5P2Re

A molecular structure, C33H43N5P2Re (ωB97M-V with the def2-TZVPD basis set, OMol25).

Geometry as XYZ:
```
84
Properties=species:S:1:pos:R:3
Re -2.00708 4.62230 0.29605
C -1.00397 0.43395 -2.59955
C -0.69920 1.63786 -3.12403
C -1.74382 2.67124 -3.33612
C -3.20647 2.20131 -2.86459
C -3.43186 1.55726 -1.53170
C -3.21900 0.31871 -1.05293
C -3.01505 -0.90748 -1.81752
C -2.12714 -0.52943 -2.99720
C -1.82499 2.98929 1.76444
H -0.09426 -0.16507 -2.40980
H 0.34161 1.94784 -3.25732
H -1.84926 2.92886 -4.40551
H -1.41490 3.64347 -2.90013
H -3.72177 3.16748 -2.75437
H -3.63254 1.67195 -3.74136
H -3.58107 2.30674 -0.71119
H -3.00792 0.19779 0.00799
H -3.98670 -1.25682 -2.16245
H -2.58618 -1.73025 -1.22187
H -1.62814 -1.45290 -3.34537
H -2.71256 -0.15432 -3.85553
H -1.22738 2.17762 1.30078
H -2.76652 2.54844 2.15809
H -1.27003 3.44587 2.62258
P -4.09938 4.28433 0.96372
P -2.41849 5.65167 -1.63048
N -5.76672 3.25597 1.12480
N -4.67712 5.20397 2.51482
N -3.85444 5.87487 -3.02233
N -1.65259 7.24805 -2.17933
C -4.80713 5.58955 -0.22075
C -3.57535 6.50171 -0.27846
C -6.19024 2.48353 2.20612
C -7.56531 2.23424 2.09414
C -8.00053 2.85511 0.89016
C -6.88306 3.47244 0.33451
C -4.22777 4.86670 3.77670
C -4.76042 5.75820 4.71493
C -5.56743 6.68172 3.99319
C -5.47646 6.32691 2.64550
C -4.16406 5.16570 -4.17559
C -5.26306 5.75444 -4.81643
C -5.63204 6.88983 -4.03966
C -4.73311 6.95432 -2.98177
C -1.80968 7.97532 -3.35677
C -1.41839 9.29311 -3.11826
C -0.93410 9.35539 -1.77380
C -1.10425 8.09419 -1.21517
H -5.74498 6.06327 0.10159
H -4.99251 5.06539 -1.17980
H -3.68939 7.55015 -0.57206
H -3.02412 6.51306 0.73630
H -5.49972 2.15493 2.96871
H -8.19406 1.67673 2.77379
H -8.98369 2.85566 0.44841
H -6.83062 4.07214 -0.55582
H -3.54580 4.04406 3.90700
H -4.57455 5.75364 5.78215
H -6.12667 7.51848 4.39614
H -5.90896 6.83062 1.79860
H -3.56603 4.33364 -4.53264
H -5.74799 5.42127 -5.72503
H -6.43141 7.60500 -4.20140
H -4.68081 7.71949 -2.22067
H -2.14364 7.51291 -4.27962
H -1.50021 10.09843 -3.82595
H -0.50906 10.21226 -1.27234
H -0.86852 7.72579 -0.22468
C -0.79441 -1.51484 0.62089
C 0.24522 -0.48714 0.50908
C 1.67387 -0.63261 0.55332
C 2.18884 0.65771 0.33589
C 1.05481 1.53053 0.16029
C 1.09926 2.97731 -0.12295
N -0.09114 0.81373 0.31066
H -1.64358 -1.11615 1.19192
H -0.42847 -2.42366 1.09742
H -1.15220 -1.78143 -0.37640
H 2.19820 -1.56981 0.74743
H 3.22985 0.96654 0.31504
H 1.52591 3.51550 0.74148
H 1.74465 3.13488 -1.00220
H 0.08446 3.41621 -0.33746
```

Output
net charge	+2
HOMO energy (alpha / beta)	-12.55 / -12.86	eV
E	-63047.3314	eV
2S+1	4
ΔE to the lowest compared entry with this formula, charge and spin	167.67	kcal/mol
LUMO energy (alpha / beta)	-6.698 / -9.112	eV
expectation value of S²	3.791

=====

(4)
# C4H10NOS

3 unconnected molecules or ions with the total composition C4H10NOS (ωB97M-V with the def2-TZVPD basis set, OMol25).

Geometry as XYZ:
```
17
Properties=species:S:1:pos:R:3
C 0.77229 1.49195 0.91587
N -0.33644 1.45156 0.11513
C -0.95810 0.32893 -0.16343
O -0.14048 -1.59497 -1.51317
C 1.75727 0.55309 0.98109
C 1.70285 -0.44912 -0.02615
S -3.74298 -0.97414 0.70240
H 0.89504 2.33149 1.59674
H 2.62016 -1.02002 -0.23461
H -1.12063 -0.46225 0.62933
H -1.92949 0.39322 -0.68689
H -0.42275 -0.42047 -0.96495
H -3.70008 0.28477 0.22755
H 2.67134 0.74579 1.53584
H 1.30748 -0.02273 -0.95229
H 0.94012 -1.16344 0.31865
H -0.31561 -1.47366 -2.48110
```

Output
net charge	-1
HOMO energy	-3.13	eV
E	-18679.1708	eV
ΔE to the lowest compared entry with this formula, charge and spin	136.64	kcal/mol
LUMO energy	2.189	eV

=====

(5)
# C2H4N4

A gas-phase ion, C2H4N4 (charge +2) (ωB97M-V with the def2-TZVPD basis set, OMol25).

Geometry as XYZ:
```
10
Properties=species:S:1:pos:R:3
C -1.37670 -0.97117 0.00001
C 0.30282 0.45133 0.00001
N -1.84362 0.32706 -0.00001
N -0.92580 1.12757 0.00000
N -0.05473 -0.91549 0.00000
N 1.45589 1.00910 0.00000
H -2.02542 -1.85080 0.00002
H 0.57604 -1.72891 0.00000
H 1.53222 2.04408 0.00002
H 2.35930 0.50723 -0.00005
```

Output
net charge	+2
HOMO energy	-21.86	eV
E	-8075.9123	eV
ΔE to the lowest compared entry with this formula, charge and spin	0.00	kcal/mol
LUMO energy	-14.556	eV

=====

(6)
# C3H8N2OS

C3H8N2OS in the gas phase (ωB97M-V with the def2-TZVPD basis set, OMol25).

Geometry as XYZ:
```
15
Properties=species:S:1:pos:R:3
N -0.56622 1.17701 -2.24629
C -1.16637 0.77150 -1.13556
O -2.33860 0.47085 -0.95891
N -0.33287 0.80864 0.09548
C -0.29995 -0.57885 0.77156
C 0.92728 -0.62052 1.62751
S 2.57243 -0.91700 0.80461
H -0.89194 0.78579 -3.13010
H 0.39756 1.03016 -2.17421
H -0.78861 1.44137 0.83011
H -0.32457 -1.39546 -0.03053
H -1.21827 -0.73320 1.34904
H 0.87661 -1.47678 2.39789
H 1.00968 0.25249 2.27852
H 2.14382 -1.01599 -0.47910
```

Output
HOMO energy	-9.04	eV
E	-19103.3064	eV
SMILES	NC(=O)NCCS
ΔE to the lowest compared entry with this formula, charge and spin	27.57	kcal/mol
LUMO energy	0.637	eV